Record 1
The following is a DFT calculation (ωB97M-V with the def2-TZVPD basis set) of a cluster of 15 separate species, C42H114O18 in total at a distorted geometry.

Summary:
Kohn-Sham gap = 8.773 eV
Net charge = 0
Electronic energy = -3022.76517 hartree

The geometry in XYZ format:
```
174
C42H114O18 | the Open Molecules 2025 dataset | ωB97M-V with the def2-TZVPD basis set
C -3.181 -3.627 -0.043
C -4.203 -4.201 0.901
C -5.652 -3.719 0.570
O -4.117 -5.619 0.629
H -2.253 -4.129 0.232
H -3.076 -2.547 0.058
H -3.417 -3.833 -1.087
H -4.026 -4.052 1.966
H -5.722 -2.644 0.735
H -6.280 -4.375 1.174
H -5.955 -3.892 -0.463
H -4.971 -6.015 0.816
C 4.656 4.453 -0.986
C 3.908 3.166 -1.287
C 2.418 3.373 -1.157
O 4.124 2.673 -2.575
H 4.377 5.202 -1.728
H 5.740 4.429 -1.097
H 4.504 4.867 0.010
H 4.215 2.412 -0.562
H 2.143 3.790 -0.187
H 1.967 2.382 -1.210
H 1.983 4.034 -1.907
H 5.069 2.536 -2.675
C 0.729 -0.448 0.127
C -0.390 0.154 -0.669
C -1.144 1.216 0.111
O 0.061 0.726 -1.843
H 0.391 -0.937 1.041
H 1.343 0.350 0.545
H 1.476 -1.117 -0.301
H -1.099 -0.628 -0.939
H -1.498 0.803 1.055
H -1.975 1.616 -0.470
H -0.488 2.038 0.398
H 0.936 0.407 -2.076
C 4.982 -4.590 2.381
C 4.042 -3.602 1.681
C 2.564 -3.779 2.062
O 4.376 -2.301 2.111
H 4.780 -5.636 2.150
H 4.928 -4.483 3.465
H 5.993 -4.326 2.073
H 4.145 -3.698 0.601
H 2.406 -3.543 3.114
H 2.197 -4.780 1.834
H 1.922 -3.080 1.526
H 5.296 -2.189 1.860
C -2.827 3.217 -3.606
C -2.029 3.157 -4.845
C -0.534 2.765 -4.715
O -2.601 2.179 -5.677
H -2.694 4.127 -3.020
H -2.713 2.360 -2.943
H -3.902 3.183 -3.778
H -2.035 4.100 -5.391
H -0.280 1.782 -4.317
H -0.137 3.488 -4.002
H 0.066 2.928 -5.610
H -2.461 1.313 -5.286
C -0.768 -3.932 4.514
C -1.216 -2.494 4.785
C -0.473 -1.515 3.894
O -2.615 -2.435 4.549
H -1.261 -4.635 5.184
H 0.307 -3.999 4.680
H -0.875 -4.196 3.462
H -0.951 -2.169 5.791
H -0.770 -1.530 2.846
H 0.603 -1.678 3.960
H -0.660 -0.518 4.294
H -3.069 -2.992 5.185
C 3.534 1.447 2.144
C 3.841 0.811 3.507
C 3.679 1.782 4.654
O 3.024 -0.337 3.613
H 4.232 2.244 1.887
H 2.600 2.000 2.254
H 3.431 0.716 1.342
H 4.840 0.377 3.490
H 2.696 2.248 4.715
H 4.414 2.586 4.701
H 3.907 1.311 5.610
H 3.255 -0.770 2.788
C 1.239 -4.426 -1.574
C 1.494 -5.831 -1.930
C 2.562 -6.573 -1.200
O 0.261 -6.515 -1.725
H 0.366 -3.956 -2.028
H 1.985 -3.661 -1.789
H 1.188 -4.457 -0.486
H 1.591 -5.984 -3.005
H 2.593 -7.640 -1.424
H 2.493 -6.422 -0.123
H 3.522 -6.173 -1.526
H 0.288 -6.693 -0.782
C 3.258 -1.805 -4.118
C 3.084 -0.341 -3.838
C 2.303 0.494 -4.830
O 2.509 -0.251 -2.532
H 3.835 -1.947 -5.032
H 2.247 -2.174 -4.294
H 3.612 -2.364 -3.252
H 4.064 0.133 -3.780
H 1.376 0.101 -5.249
H 2.975 0.879 -5.598
H 2.074 1.470 -4.402
H 3.209 -0.349 -1.883
C -5.497 1.393 -0.935
C -5.426 0.512 -2.167
C -5.116 -0.923 -1.858
O -6.650 0.614 -2.916
H -4.455 1.522 -0.645
H -6.036 1.007 -0.069
H -5.941 2.362 -1.162
H -4.681 0.879 -2.873
H -5.757 -1.165 -1.010
H -4.105 -1.055 -1.473
H -5.123 -1.673 -2.650
H -6.879 1.539 -3.032
C -1.519 7.893 0.200
C -1.946 6.459 -0.118
C -0.822 5.478 -0.306
O -2.701 6.042 1.039
H -0.980 8.449 -0.567
H -0.796 8.031 1.005
H -2.337 8.577 0.425
H -2.585 6.416 -1.000
H -0.198 5.319 0.574
H -0.202 5.803 -1.141
H -1.342 4.562 -0.584
H -2.118 6.013 1.801
C -0.137 3.078 3.952
C -1.114 3.975 3.241
C -2.502 4.003 3.884
O -0.670 5.302 3.178
H 0.860 3.238 3.541
H -0.370 2.026 3.788
H 0.004 3.152 5.030
H -1.269 3.438 2.306
H -2.962 3.017 3.831
H -3.210 4.674 3.398
H -2.437 4.286 4.934
H -0.356 5.529 4.057
C 6.576 -1.268 -0.513
C 5.341 -0.311 -0.662
O 4.141 -1.111 -0.447
O 6.824 -1.661 0.842
H 7.402 -0.664 -0.889
H 6.527 -2.046 -1.274
H 5.295 0.278 -1.578
H 5.250 0.419 0.142
H 4.398 -1.607 0.334
H 7.730 -1.970 0.907
C -1.527 -1.200 -4.658
C -1.570 -2.462 -3.783
O -2.833 -3.143 -3.928
O -2.062 -0.055 -4.098
H -2.058 -1.376 -5.594
H -0.542 -0.923 -5.034
H -1.486 -2.197 -2.729
H -0.758 -3.158 -3.994
H -2.586 -4.026 -3.645
H -1.503 0.080 -3.330
C -3.813 0.558 3.049
C -5.293 0.455 3.520
O -6.327 0.960 2.644
O -3.446 -0.689 2.483
H -3.110 0.875 3.819
H -3.908 1.218 2.186
H -5.425 1.163 4.338
H -5.563 -0.518 3.931
H -7.152 0.512 2.847
H -3.059 -1.180 3.212
```

Atomic partial charges in e from the Mulliken method, atoms 1 to 8: -0.605, 0.658, -1.258, -0.559, 0.307, -0.095, 0.312, 0.009

=====

Record 2
The following is a DFT calculation (ωB97M-V with the def2-TZVPD basis set) of a cluster of 2 separate species, C3H5NO2 in total.

Summary:
Kohn-Sham gap = 11.305 eV
Energy relative to the best compared isomer or geometry (same formula, charge and spin) = 44.77 kcal/mol
Net charge = 0
Electronic energy = -322.50298 hartree
Structure (SMILES) = O=C=NCC=O.[H][H]

The geometry in XYZ format:
```
11
C3H5NO2 | the Open Molecules 2025 dataset | ωB97M-V with the def2-TZVPD basis set
O -2.501 -1.130 0.158
C -1.642 -0.344 0.271
N -0.901 0.617 0.352
C 0.496 0.725 0.622
C 1.192 -0.613 0.754
O 0.622 -1.667 0.630
H 0.660 1.294 1.548
H 0.994 1.294 -0.175
H 2.275 -0.557 0.979
H -0.662 0.417 -2.282
H -0.533 -0.036 -2.857
```

Atomic partial charges in e from the natural (NBO) method, atoms 1 to 8: -0.498, 0.891, -0.574, -0.325, 0.426, -0.501, 0.230, 0.231

=====

Record 3
The following is a DFT calculation (ωB97M-V with the def2-TZVPD basis set) of a cluster of 4 separate species, C34H76N4O5 in total at a distorted geometry.

Summary:
Kohn-Sham gap = 8.424 eV
Net charge = 0
Electronic energy = -1936.19844 hartree
Structure (SMILES) = CO[C@@H](CCCCCOC(C)=O)CNCCCCOC(C)=O.CCN(CC)CC.CCN(CC)CC.CCN(CC)CC

The geometry in XYZ format:
```
119
C34H76N4O5 | the Open Molecules 2025 dataset | ωB97M-V with the def2-TZVPD basis set
C -3.388 -5.968 5.351
O -4.177 -5.675 4.232
C -3.454 -5.743 3.000
C -3.687 -7.096 2.328
C -2.389 -7.855 2.082
C -1.636 -7.367 0.847
C -0.150 -7.739 0.869
C 0.710 -6.657 1.488
O 1.144 -7.097 2.795
C 1.557 -6.062 3.579
C 0.708 -5.794 4.785
O 2.542 -5.395 3.314
C -3.757 -4.499 2.166
N -4.738 -4.651 1.112
C -4.212 -4.948 -0.206
C -3.328 -3.890 -0.842
C -2.788 -4.373 -2.177
C -1.664 -3.506 -2.729
O -0.470 -4.304 -2.741
C 0.733 -3.654 -2.684
C 1.059 -2.833 -1.455
O 1.554 -3.820 -3.560
H -2.873 -6.921 5.243
H -2.637 -5.202 5.521
H -4.030 -6.055 6.213
H -2.396 -5.698 3.248
H -4.273 -7.030 1.423
H -4.273 -7.685 3.022
H -2.593 -8.914 1.979
H -1.744 -7.750 2.951
H -1.721 -6.286 0.798
H -2.112 -7.795 -0.027
H -0.019 -8.647 1.439
H 0.184 -7.909 -0.144
H 0.147 -5.738 1.624
H 1.570 -6.410 0.881
H 0.238 -6.694 5.154
H -0.031 -5.041 4.552
H 1.359 -5.406 5.553
H -2.807 -4.101 1.812
H -4.141 -3.765 2.864
H -5.371 -3.872 1.085
H -3.666 -5.879 -0.186
H -5.059 -5.107 -0.866
H -2.459 -3.673 -0.226
H -3.857 -2.955 -0.957
H -2.330 -5.337 -1.992
H -3.584 -4.496 -2.898
H -1.526 -2.605 -2.144
H -1.868 -3.213 -3.751
H 2.077 -3.040 -1.179
H 0.378 -3.086 -0.654
H 0.916 -1.790 -1.706
C 3.495 4.186 -3.220
C 3.953 2.899 -2.553
N 2.861 2.147 -1.970
C 3.300 1.086 -1.082
C 4.146 -0.050 -1.669
C 1.767 1.819 -2.862
C 2.054 0.998 -4.127
H 2.912 4.797 -2.528
H 4.363 4.765 -3.536
H 2.890 3.998 -4.108
H 4.641 3.159 -1.745
H 4.536 2.310 -3.278
H 2.420 0.665 -0.584
H 3.884 1.556 -0.284
H 3.560 -0.743 -2.271
H 4.589 -0.628 -0.857
H 4.965 0.329 -2.281
H 1.295 2.756 -3.169
H 1.001 1.309 -2.269
H 2.931 1.364 -4.662
H 1.205 1.071 -4.810
H 2.202 -0.059 -3.913
C -5.061 2.607 1.543
C -3.717 1.982 1.201
N -3.138 2.503 -0.021
C -2.023 1.712 -0.508
C -0.767 1.624 0.363
C -2.968 3.944 -0.070
C -2.119 4.607 1.023
H -5.754 2.521 0.706
H -5.498 2.096 2.403
H -4.968 3.661 1.807
H -3.867 0.909 1.058
H -3.045 2.086 2.068
H -1.746 2.081 -1.500
H -2.391 0.697 -0.670
H -0.190 2.547 0.334
H -0.114 0.831 -0.012
H -0.997 1.392 1.403
H -3.961 4.400 -0.055
H -2.558 4.202 -1.049
H -2.369 4.236 2.018
H -2.301 5.683 1.024
H -1.052 4.462 0.863
C 4.914 10.037 0.711
C 4.151 9.738 -0.570
N 4.364 8.389 -1.057
C 3.891 8.180 -2.412
C 2.384 8.299 -2.679
C 4.072 7.325 -0.113
C 2.658 7.250 0.478
H 5.976 9.821 0.590
H 4.808 11.092 0.965
H 4.538 9.461 1.558
H 4.502 10.426 -1.344
H 3.085 9.968 -0.411
H 4.231 7.198 -2.749
H 4.405 8.900 -3.057
H 1.833 7.441 -2.294
H 2.205 8.336 -3.755
H 1.960 9.205 -2.246
H 4.782 7.406 0.714
H 4.311 6.373 -0.594
H 2.298 8.226 0.805
H 2.662 6.596 1.352
H 1.937 6.839 -0.227
```

Atomic partial charges in e from the Mulliken method, atoms 1 to 8: -0.757, -0.544, 1.417, -1.425, -0.795, 0.264, -1.144, -0.362

=====

Record 4
The following is a DFT calculation (ωB97M-V with the def2-TZVPD basis set) of the molecule C10H14ClN at a distorted geometry.

Summary:
Kohn-Sham gap = 9.050 eV
Energy relative to the best compared isomer or geometry (same formula, charge and spin) = 116.88 kcal/mol
Net charge = 0
Electronic energy = -904.22120 hartree
Structure (SMILES) = CN(C)CCc1cccc(Cl)c1

The geometry in XYZ format:
```
26
C10H14ClN | the Open Molecules 2025 dataset | ωB97M-V with the def2-TZVPD basis set
C -0.582 1.497 2.549
N -0.383 0.086 2.267
C -1.526 -0.241 1.324
C 0.890 -0.239 1.824
C 1.589 0.216 0.402
C 0.864 -0.104 -0.762
C 0.882 -1.443 -1.311
C 0.172 -1.758 -2.610
C -0.667 -0.742 -3.055
C -0.614 0.590 -2.537
Cl -1.408 1.680 -3.739
C 0.137 0.859 -1.524
H -0.866 2.049 1.668
H 0.283 1.902 3.207
H -1.463 1.248 3.260
H -2.411 -0.534 2.149
H -1.290 -1.306 0.669
H -1.625 0.766 0.571
H 0.870 -1.319 1.485
H 1.613 -0.088 2.649
H 2.436 -0.388 0.318
H 2.080 1.339 0.381
H 1.600 -2.187 -0.862
H 0.245 -2.805 -3.160
H -1.096 -0.937 -4.111
H 0.269 1.856 -1.050
```

Atomic partial charges in e from the natural (NBO) method, atoms 1 to 8: -0.434, -0.469, -0.468, -0.179, -0.465, -0.006, -0.225, -0.200

=====

Record 5
The following is a DFT calculation (ωB97M-V with the def2-TZVPD basis set) of a structure of composition C33H31ClN2PPtS4 at a distorted geometry.

Summary:
Kohn-Sham gap (alpha / beta) = 6.103 / 3.696 eV
Net charge = +1
Electronic energy = -3898.82909 hartree
Spin multiplicity = 5

The geometry in XYZ format:
```
73
C33H31ClN2PPtS4 | the Open Molecules 2025 dataset | ωB97M-V with the def2-TZVPD basis set
Pt 0.097 0.092 -0.436
Cl -1.520 2.606 1.949
C -2.892 1.759 1.327
C -3.976 2.655 1.138
C -5.205 2.167 0.639
C -5.304 0.822 0.285
C -4.253 -0.049 0.480
C -3.017 0.429 1.008
P -1.524 -0.674 1.010
C -1.163 -0.969 2.774
C -2.246 -1.472 3.511
C -2.408 -1.438 4.907
C -1.546 -1.271 5.939
C -0.133 -1.417 5.854
C 0.739 -1.213 4.821
C -2.075 -2.312 0.465
C -2.189 -3.476 1.288
C -2.337 -4.730 0.683
C -2.384 -4.861 -0.712
C -2.471 -3.716 -1.486
C -2.388 -2.445 -0.927
H -3.831 3.677 1.330
H -6.083 2.763 0.537
H -6.312 0.402 0.113
H -4.368 -1.128 0.351
H -3.102 -1.790 2.963
H -3.403 -1.681 5.282
H -1.962 -1.194 6.914
H 0.387 -1.810 6.762
H 1.824 -1.489 4.864
H -1.824 -3.493 2.288
H -2.362 -5.630 1.277
H -2.375 -5.850 -1.211
H -2.514 -3.849 -2.581
H -2.638 -1.612 -1.568
C 4.483 -0.898 -4.550
C 3.494 -0.873 -3.328
C 3.889 0.122 -2.259
C 5.281 0.250 -2.026
C 5.760 1.158 -1.115
C 4.878 2.033 -0.450
C 3.472 1.991 -0.669
C 2.578 3.057 0.006
C 3.254 4.274 0.673
C 3.005 1.016 -1.535
N 1.611 0.942 -1.735
C 1.113 1.745 -2.612
C -0.285 1.791 -2.724
C -1.104 2.589 -3.545
C -2.377 2.023 -3.353
C -2.342 1.016 -2.380
N -1.021 0.839 -1.975
H 4.029 -1.335 -5.442
H 5.405 -1.524 -4.433
H 4.825 0.131 -4.925
H 3.396 -1.888 -2.927
H 2.534 -0.545 -3.809
H 5.994 -0.435 -2.428
H 6.802 1.221 -0.857
H 5.298 2.872 0.111
H 2.087 2.522 0.825
H 1.791 3.363 -0.668
H 4.199 3.984 1.233
H 2.556 4.773 1.382
H 3.562 4.957 -0.131
H 1.768 2.411 -3.222
H -0.820 3.383 -4.235
H -3.282 2.402 -3.812
H -3.091 0.320 -2.039
S 0.297 -0.186 3.535
S 0.913 -3.622 2.330
S 0.989 -2.809 0.612
S 1.826 -0.873 0.643
```

Atomic partial charges in e from the Mulliken method, atoms 1 to 8: 1.023, -0.155, 0.584, -0.806, -0.661, -0.731, -0.470, 0.510

=====

Record 6
The following is a DFT calculation (ωB97M-V with the def2-TZVPD basis set) of a cluster of 2 separate species, C4H9N in total at a distorted geometry.

Summary:
Kohn-Sham gap = 9.264 eV
Energy relative to the best compared isomer or geometry (same formula, charge and spin) = 63.57 kcal/mol
Net charge = 0
Electronic energy = -212.44986 hartree
Structure (SMILES) = C=CN.C=C

The geometry in XYZ format:
```
14
C4H9N | the Open Molecules 2025 dataset | ωB97M-V with the def2-TZVPD basis set
C -1.707 1.006 0.023
C -1.286 0.351 1.174
N -0.847 -1.005 1.334
H -1.046 0.824 -0.870
H -2.194 1.997 0.291
H -1.154 0.872 2.112
H -0.580 -1.178 2.224
H -0.328 -1.399 0.528
C 1.230 -0.813 -1.330
C 1.841 0.297 -0.865
H 0.200 -0.696 -1.729
H 1.779 -1.727 -1.733
H 1.193 1.089 -0.432
H 2.901 0.381 -0.727
```

Atomic partial charges in e from the natural (NBO) method, atoms 1 to 8: -0.590, 0.043, -0.817, 0.205, 0.213, 0.180, 0.371, 0.394